# 1
7
Properties=species:S:1:pos:R:3:forces:R:3:nbo_charge:R:1 method="wB97M-V/def2-TZVPD" energy_ev=-18714.95592 lumo_energy_ev="2.0 / 2.0" e_above_lowest_kcal_mol=47.02 total_charge=-1 gap_ev="6.11 / 6.12"
C -1.042578 -0.372127 -0.067364 1.57 0.98 0.22 -0.78
O 1.092289 -1.152115 1.238639 0.15 1.49 -0.51 -0.89
O 1.259966 -0.935489 -1.212785 0.06 1.36 0.71 -0.88
F 0.869199 2.752466 0.063999 -0.05 -0.73 0.01 -0.94
S 0.645879 -0.472698 0.025051 -1.67 -3.03 -0.36 2.04
H -1.358646 0.215646 -0.917011 -0.03 -0.02 -0.25 0.23
H -1.466107 -0.035685 0.869471 -0.03 -0.06 0.18 0.22

# 2
33
Properties=species:S:1:pos:R:3:forces:R:3:nbo_charge:R:1 method="wB97M-V/def2-TZVPD" energy_ev=-17194.47768 lumo_energy_ev="-5.5 / -4.7" e_above_lowest_kcal_mol=134.92 total_charge=+1 gap_ev="6.17 / 7.37"
C 0.524762 -3.108483 -0.720637 -0.72 0.81 -1.09 -0.12
C -0.025341 -2.154093 0.203522 1.81 0.34 -4.75 -0.29
C 0.425045 -1.535140 -2.531567 0.34 -2.06 -0.73 0.08
C 0.650659 -2.834563 -2.093746 1.03 0.97 0.79 -0.03
C -0.091944 -0.966803 -0.470394 -0.73 1.04 -0.84 0.53
C -0.331668 0.808185 3.068970 -0.80 0.15 -0.64 -0.20
C -1.174942 0.577283 2.052895 -0.70 -0.91 0.96 -0.04
C 0.648140 1.890581 3.069656 -0.93 3.16 -1.69 -0.28
C 0.228323 1.837229 0.664781 -0.65 0.53 1.84 0.12
C 1.204112 -3.779317 -3.105832 2.74 -1.87 4.30 -0.62
C 0.311140 2.559024 -0.661926 1.66 2.46 3.62 -0.66
C -2.290677 1.562618 0.068170 2.08 -4.29 -0.74 -0.40
N 0.088648 -0.631544 -1.674550 -1.22 1.56 3.02 -0.41
N 0.317421 2.697696 1.852864 -1.25 -0.16 -1.42 -0.64
N -1.099321 1.106109 0.771279 3.29 -1.33 0.17 -0.31
H 0.819605 -4.112977 -0.508001 -0.19 -0.48 1.06 0.25
H -0.240106 -2.375596 1.147988 -0.80 -0.60 3.78 0.25
H 0.511340 -1.367062 -3.574302 0.05 0.86 -0.77 0.22
H -0.451983 0.242033 3.952600 -0.16 -0.57 0.77 0.23
H -1.953255 -0.159587 2.241904 -0.12 0.12 -0.35 0.21
H 0.486221 2.665635 3.872288 0.76 -1.45 -0.18 0.26
H 1.614203 1.488132 2.874173 1.39 -0.20 0.94 0.20
H 1.030534 1.128052 0.959598 -0.41 -0.61 -1.63 0.18
H 2.381475 -3.759478 -3.120695 -2.23 -0.06 0.21 0.25
H 0.870276 -4.771933 -2.722888 0.43 0.32 -1.22 0.23
H 0.897928 -3.498620 -4.020814 -1.26 0.36 -3.31 0.23
H 1.287354 2.964122 -0.815861 1.29 -0.41 -0.04 0.24
H -0.181223 3.522225 -0.685602 -1.34 -0.31 -0.06 0.24
H 0.130821 1.872871 -1.354385 -1.13 -2.26 -3.51 0.23
H -2.969004 0.770734 0.334990 -1.16 0.42 0.06 0.22
H -2.458972 2.504581 0.383487 -1.31 3.19 0.64 0.22
H -2.035745 1.401284 -0.973973 -0.46 0.70 -0.33 0.22
H 0.876176 3.456804 1.516004 0.72 0.58 1.11 0.38